C61H39BrCl6IN3O3S2Zr as an isolated structure at a distorted geometry. Source: the Open Molecules 2025 dataset; level of theory: ωB97M-V/def2-TZVPD.

Its HOMO-LUMO gap is 6.26 eV. The total energy is -250723.9698 eV. The relative energy (zero: lowest compared OMol25 entry of this formula, charge and spin) is 18.14 kcal/mol. The highest occupied orbital energy comes out at -12.3 eV.

The geometry in ORCA input format:
```
! RIJCOSX wB97M-V def2-TZVPD def2/J DEFGRID3
* xyz 2 1
I 0.525 0.353 5.610
Zr 1.366 1.134 0.764
Br -1.118 6.167 6.004
Cl 2.670 -1.154 2.565
Cl 7.708 0.750 2.397
Cl 7.058 2.144 -0.317
Cl 4.022 4.839 6.238
Cl 4.243 1.936 -1.516
Cl 5.518 -0.960 3.817
S -1.384 -0.426 0.761
S 1.162 -2.412 0.129
O -0.738 0.964 0.866
O 1.024 -0.897 -0.121
O 1.181 1.142 2.680
N 2.769 3.017 1.571
N 1.069 1.895 -1.355
N 0.312 3.313 0.841
C -3.776 -1.272 1.685
C -3.815 0.935 0.698
C 2.717 2.939 2.937
C -5.185 0.979 0.879
C 3.240 3.721 5.184
C 2.737 -2.210 -2.094
C 1.239 1.721 -3.731
C 0.054 5.960 3.424
C -2.156 -3.390 -4.918
C 6.147 0.612 1.716
C -1.816 0.557 -1.801
C 3.158 -3.992 -3.673
C 3.895 -0.194 1.799
C -3.933 -3.550 -1.089
C 4.128 4.880 3.162
C -1.844 -3.277 -3.592
C 1.795 1.837 4.863
C 2.468 2.722 5.712
C -4.925 -5.509 -0.092
C -1.172 4.015 4.152
C -2.692 -3.849 -0.473
C -1.625 -1.856 -1.563
C -1.831 -2.010 -2.963
C -2.618 -4.982 0.383
C 0.329 3.910 -0.281
C 3.506 0.478 0.633
C -1.432 -5.226 1.111
C -1.539 -3.020 -0.643
C 5.852 1.245 0.507
C -0.711 5.305 4.379
C -0.060 4.009 2.014
C -5.872 -0.097 1.443
C 0.704 3.186 -1.492
C -0.841 3.367 2.979
C -7.362 -0.056 1.619
C 2.247 -4.788 -2.977
C 5.168 -0.141 2.355
C -0.380 -4.364 1.021
C 3.454 4.011 1.041
C -1.607 -0.593 -1.023
C -2.058 0.422 -3.136
C 3.383 3.860 3.783
C 1.311 1.184 -2.458
C 1.584 -4.316 -1.859
C 4.158 4.955 1.796
C 3.383 -2.696 -3.220
C -5.021 -4.351 -0.889
C 3.886 -4.548 -4.861
C -2.436 -2.245 -5.689
C 1.887 1.928 3.487
C 0.364 5.319 2.241
C -0.431 -3.268 0.132
C -2.372 -1.003 -5.123
C 1.825 -3.014 -1.429
C -3.123 -0.201 1.088
C 0.632 3.800 -2.733
C -2.072 -0.852 -3.749
C -3.750 -5.818 0.529
C -5.148 -1.215 1.855
C 0.913 3.059 -3.872
C 4.563 1.158 0.004
H 0.516 -4.520 1.612
H 0.400 6.967 3.613
H -1.780 3.519 4.897
H 3.461 4.082 -0.038
H -4.026 -2.669 -1.708
H 1.443 1.100 -4.592
H 2.956 -1.218 -1.715
H -5.969 -4.094 -1.343
H -3.210 -2.137 2.011
H -2.561 -0.117 -5.717
H -7.826 -0.919 1.140
H -7.618 -0.096 2.678
H 4.652 5.602 3.773
H -2.188 -4.366 -5.384
H 0.993 5.821 1.514
H 0.015 4.947 -0.398
H 4.494 -5.402 -4.558
H 0.894 -4.959 -1.334
H -1.623 -4.158 -3.004
H 0.362 4.846 -2.800
H -7.785 0.852 1.196
H 1.577 0.146 -2.311
H -3.666 -6.696 1.157
H -2.697 -2.355 -6.733
H -2.259 1.295 -3.746
H 3.180 -4.905 -5.611
H -5.791 -6.146 0.036
H 4.537 -3.805 -5.317
H 2.366 2.632 6.785
H -1.193 2.365 2.794
H 4.711 5.734 1.290
H -5.736 1.859 0.570
H -3.287 1.779 0.272
H 4.087 -2.060 -3.743
H -1.822 1.527 -1.325
H 2.058 -5.801 -3.310
H -5.664 -2.048 2.317
H 0.870 3.520 -4.850
H -1.379 -6.093 1.757
*
```